Here is an isolated molecule of C5H10O from the OMol25 dataset. Energies are from ωB97M-V with the def2-TZVPD basis set.

Each line ends with the Mulliken charge.
Geometry (Å):
O 1.7733 0.0875 1.3660  -0.48
C -1.2920 -1.0344 1.0763  -1.28
C 1.3882 -0.5390 0.4077  -0.28
C -1.0440 0.0511 0.0296  -0.56
C 0.3728 -0.0096 -0.5932  0.69
C 0.8418 1.3641 -1.0898  -1.49
H 1.7888 -1.5581 0.2154  0.38
H 1.9107 1.3542 -1.3262  0.37
H 0.2959 1.6796 -1.9843  0.39
H -1.7808 -0.0273 -0.7784  0.34
H -0.6426 -0.8805 1.9440  0.35
H 0.3470 -0.7260 -1.4262  0.27
H -1.2018 1.0395 0.4773  0.28
H -2.3288 -1.0310 1.4257  0.38
H -1.0725 -2.0295 0.6709  0.30
H 0.6837 2.1155 -0.3104  0.34

The calculation puts the total energy at -271.73441 a.u. The structure (SMILES) is CC[C@@H](C)C=O. Its HOMO energy is -0.356 Eh. For the energy above the lowest of the compared OMol25 structures with the same formula, charge and spin, the calculation gives 47.8 kJ/mol. Its total charge is 0. The spin multiplicity is 1. The HOMO-LUMO gap is 0.3953 Eh.